# 1
The following is a DFT calculation (the ωB97M-V functional and the def2-TZVPD basis) of a single C19H20N2O7 molecule.

Geometry as ORCA input:
```
! wB97M-V def2-TZVPD RIJCOSX def2/J DEFGRID3
* xyz 0 1
C 3.2485 -1.1471 6.2895
C 3.3911 -0.5260 5.0788
C 2.7613 0.7759 4.7766
O 2.7362 0.9924 3.3378
C 2.1848 2.1654 2.9036
O 1.8127 3.1087 3.6033
N 1.9553 2.2450 1.5108
C 1.1586 3.3703 0.9783
C -0.2256 2.8351 0.6051
C -0.1308 1.6594 -0.3652
C 1.0330 0.8957 -0.3749
C 1.1491 -0.2166 -1.3585
O 2.2510 -0.7406 -1.4609
O 0.0720 -0.5872 -2.0908
C -1.1218 0.1052 -2.0183
C -2.2238 -0.2811 -2.8297
C -2.1765 -1.4693 -3.6657
O -2.5061 -1.3477 -4.8499
N -1.8427 -2.7340 -3.1736
C -1.7257 -3.9138 -4.0255
O -1.9996 -3.0180 -1.7561
C -0.8477 -3.5997 -1.1787
C -3.4134 0.4804 -2.8217
O -4.4675 0.1965 -3.6731
C -3.5627 1.5296 -1.9525
C -2.4977 1.9074 -1.1307
C -1.2546 1.2459 -1.1924
C 2.2084 1.1906 0.5472
H 2.6893 -0.7697 7.1165
H 3.6928 -2.1058 6.4560
H 3.8908 -1.0040 4.2798
H 3.3360 1.5914 5.2425
H 1.7751 0.7851 5.1825
H 1.0968 4.2741 1.6187
H 1.6515 3.7139 0.0721
H -0.7495 2.5145 1.5036
H -0.8304 3.6718 0.1945
H -2.6155 -4.5230 -3.8904
H -0.8176 -4.4535 -3.7139
H -1.6987 -3.6578 -5.1034
H -0.8296 -3.3188 -0.1101
H 0.0650 -3.2188 -1.6478
H -0.8802 -4.6918 -1.1980
H -4.0548 -0.3712 -4.3612
H -4.4952 2.0175 -1.9046
H -2.6897 2.7138 -0.4014
H 2.4447 0.2540 1.0317
H 3.0532 1.4564 -0.0800
*
```

frontier orbital gap	8.50	eV
energy relative to the best compared isomer or geometry (same formula, charge and spin)	315.0	kJ/mol
E_tot	-1372.14720	Eh
max |F|	3.16	eV Å⁻¹
SMILES	C=CCOC(=O)N1CCc2c(c(=O)oc3c(C(=O)N(C)OC)c(O)ccc23)C1

***

# 2
The following is a DFT calculation (the ωB97M-V functional and the def2-TZVPD basis) of a single C19H20N2OS2 molecule.

Geometry as ORCA input:
```
! wB97M-V def2-TZVPD RIJCOSX def2/J DEFGRID3
* xyz 0 1
C -3.6960 3.0517 3.1640
C -2.7864 3.0990 1.9747
C -2.6113 4.2682 1.2479
C -1.7456 4.2969 0.1674
C -1.0609 3.1587 -0.2068
C -1.2430 1.9727 0.5033
N -0.4907 0.8628 0.1022
C -0.8227 -0.4548 0.1335
S -2.3152 -0.9848 0.6188
N 0.1299 -1.3218 -0.3115
C -0.1250 -2.7528 -0.3097
C 0.7940 -3.4837 0.6093
C 1.8115 -4.3602 0.3610
C 2.3427 -4.7192 1.6239
C 1.6136 -4.0296 2.5414
O 0.6780 -3.2810 1.9381
C 1.4772 -0.9226 -0.7061
C 2.3028 -0.4042 0.4755
C 1.4396 0.0325 -1.8687
C 0.5790 0.0097 -2.9264
C 0.8291 1.0341 -3.8662
C 1.8794 1.8173 -3.5166
S 2.5907 1.3245 -2.0309
C -2.0899 1.9568 1.6022
H -4.3382 2.1748 3.1145
H -3.1107 2.9841 4.0811
H -4.3167 3.9426 3.2172
H -3.1493 5.1618 1.5288
H -1.6065 5.2119 -0.3895
H -0.3874 3.1793 -1.0535
H 0.2705 1.1070 -0.5206
H -1.1629 -2.8856 0.0142
H -0.0071 -3.1478 -1.3241
H 2.1342 -4.7153 -0.5967
H 3.1517 -5.3935 1.8149
H 1.6609 -3.9876 3.6113
H 1.9584 -1.8467 -1.0550
H 1.9048 0.5263 0.8713
H 3.3305 -0.2392 0.1609
H 2.2993 -1.1433 1.2723
H -0.2177 -0.7061 -3.0235
H 0.2491 1.1766 -4.7597
H 2.2904 2.6589 -4.0372
H -2.2157 1.0509 2.1713
*
```

frontier orbital gap	8.30	eV
energy relative to the best compared isomer or geometry (same formula, charge and spin)	52.4	kJ/mol
E_tot	-1717.12896	Eh
max |F|	0.99	eV Å⁻¹
SMILES	Cc1cccc(NC(=S)N(Cc2ccco2)[C@H](C)c2cccs2)c1

***

# 3
The following is a DFT calculation (the ωB97M-V functional and the def2-TZVPD basis) of a single C19H20N4O4S2 molecule.

Geometry as ORCA input:
```
! wB97M-V def2-TZVPD RIJCOSX def2/J DEFGRID3
* xyz 0 1
C 5.1505 0.7310 1.4572
C 5.4558 0.4283 0.2106
C 4.4855 0.3089 -0.9285
N 3.0996 0.3835 -0.5156
C 2.5063 -0.6636 0.0990
S 3.4043 -2.1653 0.2430
C 2.2229 -3.1007 1.2527
C 0.7727 -3.0108 0.7972
O -0.1224 -2.9974 1.6123
N 0.5913 -3.1077 -0.5499
C -0.5960 -2.8523 -1.2828
O -0.5227 -2.7132 -2.4823
N -1.7095 -2.8170 -0.5448
C -3.0063 -2.5364 -1.1224
C -3.6841 -1.4038 -0.4238
C -4.2019 -0.2278 -0.8800
C -4.7601 0.4221 0.2491
C -4.5310 -0.4042 1.3038
O -3.8873 -1.5113 0.9065
N 1.2967 -0.6756 0.5575
C 0.5767 0.4460 0.3752
S -1.0662 0.6207 0.8627
C -1.1033 2.2527 0.2182
C -2.3707 3.0316 0.3179
C -2.2032 4.5003 -0.0534
C 0.0836 2.6106 -0.3288
C 1.0604 1.5846 -0.2521
C 2.4160 1.6083 -0.7348
O 2.9807 2.5268 -1.2872
H 5.9067 0.8128 2.2176
H 4.1381 0.9172 1.7779
H 6.4820 0.2558 -0.0811
H 4.6436 1.1439 -1.6217
H 4.6531 -0.6315 -1.4653
H 2.5585 -4.1383 1.2066
H 2.2830 -2.7467 2.2818
H 1.4140 -3.1263 -1.1415
H -1.6249 -2.8733 0.4664
H -2.8592 -2.2926 -2.1767
H -3.6307 -3.4373 -1.0469
H -4.1908 0.1264 -1.8903
H -5.2684 1.3642 0.2676
H -4.7671 -0.3207 2.3457
H -2.7548 2.9479 1.3383
H -3.1133 2.5702 -0.3397
H -1.9006 4.6021 -1.0921
H -1.4531 4.9717 0.5763
H -3.1462 5.0241 0.0816
H 0.2915 3.5619 -0.7808
*
```

frontier orbital gap	8.58	eV
energy relative to the best compared isomer or geometry (same formula, charge and spin)	94.1	kJ/mol
E_tot	-2052.43388	Eh
max |F|	1.03	eV Å⁻¹
SMILES	C=CCn1c(SCC(=O)NC(=O)NCc2ccco2)nc2sc(CC)cc2c1=O

***

# 4
The following is a DFT calculation (the ωB97M-V functional and the def2-TZVPD basis) of a single C19H20N6O5 molecule.

Geometry as ORCA input:
```
! wB97M-V def2-TZVPD RIJCOSX def2/J DEFGRID3
* xyz 0 1
C -1.4223 -2.6316 -1.8005
O -2.6691 -2.0765 -1.4658
C -2.6929 -0.8288 -0.9213
C -1.5755 -0.0367 -0.7317
C -1.7140 1.2213 -0.1533
C -0.5477 2.1241 0.0233
O -0.6071 3.3146 -0.2047
N 0.6460 1.5557 0.3998
C 0.8936 0.3216 0.9691
C -0.0512 -0.3048 1.7868
C 0.1907 -1.5490 2.3291
C 1.3931 -2.2006 2.0876
C 2.3595 -1.5763 1.3297
C 2.1349 -0.3153 0.7739
C 3.2032 0.3028 0.0214
N 3.2060 1.5652 -0.4601
N 4.3373 1.7488 -1.0405
N 5.0157 0.6407 -0.9293
C 6.3305 0.4688 -1.4547
C 7.3830 0.1337 -0.3726
N 6.9508 -0.7541 0.5359
O 8.4902 0.6079 -0.4051
N 4.3582 -0.2981 -0.2745
C -2.9706 1.6909 0.1948
C -4.1053 0.9071 0.0183
O -5.3577 1.3226 0.3900
C -5.5171 2.6416 0.8552
C -3.9760 -0.3713 -0.5469
O -4.9675 -1.2752 -0.7690
C -6.3153 -0.8680 -0.8465
H -1.6378 -3.6360 -2.1614
H -0.7600 -2.6926 -0.9297
H -0.9254 -2.0634 -2.5943
H -0.6028 -0.3739 -1.0480
H 1.4733 2.1100 0.1771
H -0.9798 0.2016 1.9952
H -0.5594 -2.0120 2.9519
H 1.5777 -3.1780 2.5053
H 3.3112 -2.0529 1.1513
H 6.3330 -0.3530 -2.1787
H 6.6145 1.3971 -1.9524
H 5.9886 -1.0665 0.5344
H 7.5634 -1.0182 1.2893
H -3.0364 2.6787 0.6193
H -6.5876 2.7628 1.0156
H -4.9909 2.8026 1.8013
H -5.1749 3.3740 0.1182
H -6.4441 -0.0304 -1.5357
H -6.8505 -1.7373 -1.2289
H -6.7154 -0.5941 0.1317
*
```

frontier orbital gap	8.24	eV
energy relative to the best compared isomer or geometry (same formula, charge and spin)	7.9	kJ/mol
E_tot	-1440.73807	Eh
max |F|	1.15	eV Å⁻¹
SMILES	COc1cc(C(=O)Nc2ccccc2-c2nnn(CC(N)=O)n2)cc(OC)c1OC

***

# 5
The following is a DFT calculation (the ωB97M-V functional and the def2-TZVPD basis) of a single C19H20N8O2 molecule.

Geometry as ORCA input:
```
! wB97M-V def2-TZVPD RIJCOSX def2/J DEFGRID3
* xyz 0 1
N 2.6066 -4.8349 -2.2730
C 2.4079 -3.7002 -2.1251
C 2.1954 -2.2549 -1.9970
C 3.5007 -1.6179 -1.5733
C 3.3960 -0.1043 -1.4560
C 2.2711 0.2861 -0.4865
C 2.6688 0.1316 1.0073
C 1.5758 0.5986 1.9631
C 1.7889 0.4368 3.4866
O 2.8777 0.3306 4.0325
N 0.7032 0.2574 4.3347
C -0.5061 0.5542 3.7814
O -1.3915 1.0626 4.4065
N -0.7460 0.3264 2.4716
C 0.3249 -0.2026 1.6801
N -0.0591 -0.1341 0.2595
C -1.4038 -0.1082 -0.1318
C -2.3216 -1.1656 0.0243
C -3.6598 -1.0520 -0.3353
C -4.1111 0.1599 -0.8772
C -3.2363 1.2740 -1.0397
N -3.6680 2.5369 -1.5433
C -4.8754 2.7880 -2.1505
N -5.0225 4.0638 -2.2804
N -3.8259 4.5754 -1.8818
N -2.9873 3.6822 -1.4706
C -1.9018 1.0810 -0.6408
C 0.9424 -0.4426 -0.7875
C 1.1410 -1.9479 -0.9381
H 1.8739 -1.8586 -2.9775
H 3.8323 -2.0144 -0.6234
H 4.2543 -1.7856 -2.3259
H 4.3720 0.2740 -1.0405
H 3.2084 0.3005 -2.4551
H 2.0740 1.3479 -0.6535
H 2.8849 -0.9242 1.2310
H 3.5839 0.6607 1.2260
H 1.3847 1.6594 1.8041
H 0.8390 0.5038 5.2993
H -1.3330 1.0481 2.0187
H 0.5042 -1.2512 1.9336
H -1.9018 -2.0490 0.4446
H -4.3531 -1.8598 -0.1390
H -5.1781 0.1980 -1.1212
H -5.6647 2.0670 -2.4186
H -1.2165 1.8825 -0.7618
H 0.5836 -0.0534 -1.7319
H 0.1904 -2.3733 -1.2127
H 1.3774 -2.3527 0.0444
*
```

frontier orbital gap	9.26	eV
energy relative to the best compared isomer or geometry (same formula, charge and spin)	42.7	kJ/mol
E_tot	-1324.54081	Eh
max |F|	3.43	eV Å⁻¹
SMILES	N#C[C@@H]1CC[C@@H]2C[C@@H]3C(=O)NC(=O)N[C@H]3N(c3cccc(-n4cnnn4)c3)[C@@H]2C1

***

# 6
The following is a DFT calculation (the ωB97M-V functional and the def2-TZVPD basis) of a molecular structure, C19H21AsNO9V.

Geometry as ORCA input:
```
! wB97M-V def2-TZVPD RIJCOSX def2/J DEFGRID3
* xyz 1 2
V 0.6121 0.4187 -0.1609
O 4.3975 2.2091 4.1382
C 3.5955 1.8590 3.1254
C 4.0845 1.4416 1.8825
C 3.1627 1.1040 0.9227
N 1.8655 1.1840 1.1795
C 1.3764 1.5678 2.3546
C 2.2159 1.9249 3.3744
C -0.1421 1.5440 2.3640
O -0.7885 1.9345 3.2981
O -0.6284 1.0980 1.2123
C 3.4202 0.5519 -0.4678
O 4.5173 0.4298 -0.9245
O 2.2656 0.2277 -1.0520
H 5.3247 2.1365 3.8859
H 5.1424 1.3703 1.6630
H 1.8325 2.2418 4.3339
C -2.0645 -4.0164 -4.3464
O -2.0978 -4.6481 -3.0645
C -1.6145 -3.9808 -2.0133
C -1.5821 -4.6856 -0.8003
C -1.0809 -4.0800 0.3208
C -0.6014 -2.7563 0.2882
C 0.1087 -2.1547 1.4007
C 0.0408 -2.7075 2.7859
O 0.8185 -1.1421 1.2483
C -0.6977 -2.0769 -0.9273
O -0.3134 -0.7697 -0.9851
C -1.1756 -2.6576 -2.0801
H -2.4053 -4.7643 -5.0531
H -1.0481 -3.7111 -4.5977
H -2.7368 -3.1573 -4.3650
H -1.9363 -5.7066 -0.7831
H -1.0286 -4.6501 1.2365
H -0.3556 -3.7138 2.8535
H -0.6205 -2.0420 3.3486
H 1.0270 -2.6580 3.2430
H -1.2120 -2.0782 -2.9889
C -2.4457 1.7107 -1.6508
As -1.1292 2.9320 -1.0272
C -1.7071 3.7995 0.5588
C -0.8674 4.2946 -2.3175
O 0.3898 2.1262 -0.9619
H -3.3221 2.2714 -1.9708
H -2.7110 1.0242 -0.8504
H -2.0213 1.1642 -2.4895
H -2.4363 4.5475 0.2487
H -0.8511 4.2953 1.0136
H -2.1331 3.0878 1.2581
H -1.8260 4.7540 -2.5526
H -0.4220 3.8667 -3.2117
H -0.1950 5.0388 -1.8968
*
```

frontier orbital gap (spin up / spin down)	8.01 / 8.41	eV
expectation value of S²	0.758
E_tot	-4648.26968	Eh
max |F|	1.75	eV Å⁻¹